# C7H8N3O3S

A 2-piece molecular cluster, C7H8N3O3S overall (wB97M-V/def2-TZVPD, OMol25).

The value obtained for the HOMO energy is -3.9 eV. For the molar mass, the calculation gives 214.23 g mol⁻¹.

```
! wB97M-V def2-TZVPD RIJCOSX def2/J DEFGRID3
* xyz -1 1
C 1.459 1.288 0.113
C 1.344 0.371 2.406
C 2.171 2.155 0.713
C -0.893 -0.360 3.060
C 0.025 -0.404 -3.091
C 0.326 -0.129 -1.801
C -1.348 -0.467 -3.642
N 0.130 0.235 2.423
N -1.646 0.302 3.841
N -1.109 -1.694 2.620
O 2.426 0.504 2.817
O 2.526 3.008 1.453
O 2.534 1.311 -2.303
S 2.040 0.348 -1.289
H 0.779 -0.662 -3.895
H -0.417 0.122 -0.950
H -1.561 0.329 -4.310
H -1.473 -1.310 -4.247
H -2.058 -0.655 -2.738
H -2.416 -0.149 4.312
H -0.862 -1.975 1.707
H -1.976 -2.171 2.803
*
```


# C7H8N4

A 2-piece molecular cluster, C7H8N4 overall (wB97M-V/def2-TZVPD, OMol25).

The value obtained for the HOMO energy is -8.0 eV. For the molar mass, the calculation gives 148.17 g mol⁻¹. As for the SMILES: C=C/C=N/c1ncc[nH]1.C#N.

```
! wB97M-V def2-TZVPD RIJCOSX def2/J DEFGRID3
* xyz 0 1
C -3.319 -0.373 -0.316
C -3.275 0.927 0.094
C -1.322 -0.069 0.277
C 2.111 -1.334 -0.083
C 0.603 -1.064 -0.098
C 2.386 1.813 -0.617
C 2.995 -0.829 0.725
N -2.148 -1.013 -0.113
N 1.273 1.908 -0.381
N -2.005 1.118 0.444
N 0.005 -0.169 0.550
H -4.129 -1.008 -0.649
H -4.068 1.635 -0.220
H 2.329 -1.949 -0.934
H 0.098 -1.788 -0.699
H 3.355 1.464 -0.893
H 2.648 -0.075 1.478
H 4.048 -1.264 0.645
H -1.583 2.070 0.793
*
```


Computed energy above the lowest of the compared OMol25 structures with the same formula, charge and spin (kJ/mol) in order:
225.3, 284.2